# C38H52Cl2GdP2

A molecular structure, C38H52Cl2GdP2 at a distorted geometry (the ωB97M-V functional and the def2-TZVPD basis, the Open Molecules 2025 dataset).

Kohn-Sham gap (alpha / beta) in eV: 4.74 / 4.59
LUMO level (alpha / beta) in eV: 2.45 / 2.45
HOMO energy (alpha / beta) in eV: -2.3 / -2.1
ΔE to the lowest compared entry with this formula, charge and spin in kJ/mol: 0.00

Structure (ORCA input):
```
! RIJCOSX wB97M-V def2-TZVPD def2/J DEFGRID3
* xyz -1 8
P 0.13 -0.97 -4.02
H -3.02 2.91 -4.55
C 1.81 1.17 -4.86
C 1.97 0.39 2.74
C 2.15 -4.31 4.27
H 1.20 -3.65 -3.37
H 1.59 1.53 -3.84
H -2.01 -0.34 2.25
C -0.65 1.24 0.24
C 0.42 -3.03 3.14
C 0.24 0.02 4.40
H 1.17 -0.28 -7.06
Cl 2.29 -0.06 -1.45
H 1.24 -4.76 -6.25
P 0.08 -1.58 2.06
H 3.28 2.72 -5.23
H 4.68 1.33 -6.84
H -2.27 -2.06 1.91
C -1.18 4.96 0.43
H -0.83 -0.90 -6.89
C -1.27 -0.06 -4.92
H -3.71 1.29 -4.54
H -0.73 2.00 -4.49
C -0.26 -5.60 -4.93
H 3.38 1.97 3.20
H -0.59 -0.56 4.80
C -0.55 2.63 -0.01
C -0.66 5.36 -0.82
C -2.40 0.56 -7.07
C -2.86 1.88 -4.91
C 3.22 1.63 -5.27
H 1.08 1.64 -5.54
C 1.08 -4.89 -5.16
C 1.82 1.83 4.69
H 3.09 1.76 -7.42
C -1.68 -1.35 2.51
C 0.03 4.42 -1.60
C -1.47 -4.69 -5.19
H -0.76 6.38 -1.15
H 3.21 -4.47 4.50
C 1.91 -0.77 -6.42
H -3.91 2.08 -6.80
H -1.58 -4.54 -6.28
C -0.04 -2.64 -4.81
H 0.26 1.33 6.11
H -0.95 -5.56 5.00
H -1.85 -1.53 3.57
C 2.47 1.45 3.51
H 4.07 -0.96 -6.45
H -2.26 2.71 -6.82
H 3.36 -0.54 -8.00
H -0.33 -6.47 -5.59
C 0.81 -0.28 3.15
C -1.38 -3.32 -4.50
H -0.02 -2.47 -5.90
H 1.89 -5.53 -4.80
H -2.24 0.70 -8.14
Gd -0.18 -0.54 -1.10
H 0.50 4.74 -2.52
H -0.31 0.78 -6.64
H -3.18 -0.21 -6.97
H -1.01 1.01 1.25
C -0.56 -3.86 3.72
C 1.77 -3.27 3.43
H -2.22 -2.70 -4.86
H 1.46 -5.97 5.49
C -0.19 -4.91 4.55
H 2.17 2.69 5.26
C 1.17 -3.52 -4.46
H -1.63 -3.68 3.56
C -1.57 1.31 -4.30
C 0.14 3.10 -1.19
H -1.69 1.25 -3.20
H 1.80 -1.85 -6.57
H 0.79 2.40 -1.73
C -2.89 1.88 -6.45
C 1.17 -5.15 4.83
C 3.30 -0.34 -6.92
H -1.45 3.36 1.85
C -1.10 0.06 -6.42
H -1.65 5.70 1.08
C 1.69 -0.35 -4.96
H -1.49 -3.40 -3.41
H 2.48 -0.80 -4.34
H 3.95 1.25 -4.53
H 2.11 -3.04 -4.75
H 2.49 0.08 1.83
Cl -2.45 -1.58 -1.59
C 0.73 1.09 5.16
H 2.54 -2.61 3.02
H -2.14 -0.70 -4.71
C 3.61 1.15 -6.67
C -1.09 3.65 0.86
H -2.38 -5.19 -4.85
H -0.30 -5.98 -3.90
*
```

Here are the Mulliken charges for atoms 1 to 5, given in e: P 0.93; H 0.43; C 0.11; C -0.38; C -0.63

---

# C38H52Cl2P2Sc

A molecular structure, C38H52Cl2P2Sc at a distorted geometry (the ωB97M-V functional and the def2-TZVPD basis, the Open Molecules 2025 dataset).

Kohn-Sham gap in eV: 4.62
LUMO level in eV: 2.57
HOMO energy in eV: -2.1
ΔE to the lowest compared entry with this formula, charge and spin in kJ/mol: 0.00

Structure (ORCA input):
```
! RIJCOSX wB97M-V def2-TZVPD def2/J DEFGRID3
* xyz -1 1
H 1.06 3.03 1.38
P 0.42 1.17 -1.03
C -1.53 -4.84 -3.37
H 5.22 3.06 -0.69
H -0.60 4.29 2.73
H -3.34 -3.76 -3.88
H -2.12 0.57 -2.37
C -1.26 -3.12 4.81
H 4.63 0.69 -2.51
Cl 0.99 -2.18 -0.78
H 0.21 -4.25 5.92
H 2.41 1.04 1.11
H 4.93 2.35 -3.00
H 6.19 1.60 -0.92
C -0.01 2.95 1.13
H -2.23 1.37 5.24
C -1.47 -3.69 2.45
H -4.57 -3.21 0.32
C -0.31 0.72 6.03
C 0.27 -0.08 3.38
C -0.88 -4.81 -1.04
C -0.76 4.18 1.64
C 2.31 1.18 -1.06
C 0.40 -0.17 -3.51
C -2.87 -3.62 -1.77
C -0.32 5.32 -0.61
C -0.17 2.83 -0.39
Cl -2.78 0.09 0.24
H 0.52 0.48 -5.57
H -1.73 0.64 2.90
H -0.36 2.04 1.64
C -0.35 5.47 0.92
Sc -0.66 -0.95 0.39
H -1.35 5.28 -0.98
H 0.36 3.98 -2.18
C -0.63 -5.18 -2.36
H -2.70 -2.22 3.48
H 2.75 2.66 0.45
H -0.18 -5.09 -0.25
C 4.42 1.31 0.30
C 1.25 -0.22 4.42
H -1.37 -5.20 -4.40
C -0.08 1.13 -2.83
H -1.26 2.81 -0.61
C 5.16 1.98 -0.87
C -1.89 -2.95 3.58
H 0.43 1.99 -3.29
C -1.00 0.53 3.71
H 0.15 6.21 -1.06
H -2.05 -0.95 -4.74
C -3.95 -3.53 1.17
C -0.41 -4.60 2.58
H 2.76 3.06 -2.02
H 1.50 -0.28 -3.46
C 2.91 1.58 0.29
H -0.07 -5.15 1.70
C 0.52 -0.57 2.08
H -3.15 1.21 -4.51
H -1.69 2.06 -5.01
C -2.00 -4.02 -0.73
C -1.60 1.31 -2.99
C 0.94 0.16 5.72
H -1.03 6.28 1.20
C -2.05 1.18 -4.46
H 0.65 5.77 1.26
C -1.54 -0.08 -5.16
C -0.24 -4.08 4.94
H -4.29 -3.03 2.09
H 0.27 -5.75 -2.60
H 2.53 0.10 -1.22
C 0.19 -4.80 3.83
C -2.65 -4.05 -3.08
C -0.03 -0.27 -4.98
H -1.83 4.01 1.50
H -1.92 2.29 -2.61
H 0.27 -1.25 -5.38
H 1.69 0.01 6.50
H 0.00 -1.03 -2.96
C 2.95 1.99 -2.19
H 2.53 1.75 -3.17
P -2.21 -3.16 0.86
H 1.54 -0.97 2.00
H -0.53 1.00 7.06
C 0.42 4.06 -1.08
H -1.77 -0.03 -6.23
H 4.85 1.66 1.25
H -4.02 -4.62 1.29
H 1.49 4.15 -0.82
H -1.55 -2.50 5.67
H 2.21 -0.66 4.16
H -3.72 -2.97 -1.55
H 1.00 -5.52 3.94
C -1.26 0.92 5.01
H 4.58 0.23 0.25
C 4.47 1.73 -2.22
*
```

Here are the Mulliken charges for atoms 1 to 5, given in e: H 0.26; P 0.63; C -0.54; H 0.32; H 0.39

---

# C38H52F4HfN5OS

A molecular structure, C38H52F4HfN5OS at a distorted geometry (the ωB97M-V functional and the def2-TZVPD basis, the Open Molecules 2025 dataset).

Kohn-Sham gap in eV: 7.62
LUMO level in eV: -8.72
HOMO energy in eV: -16.3
ΔE to the lowest compared entry with this formula, charge and spin in kJ/mol: 26.03

Structure (ORCA input):
```
! RIJCOSX wB97M-V def2-TZVPD def2/J DEFGRID3
* xyz 3 1
C 0.44 6.51 -0.52
C -2.56 -2.64 -0.58
H -2.10 1.88 3.45
H 0.41 1.87 3.52
C 2.37 -0.03 -3.19
H -0.31 6.71 -2.56
H -0.34 0.34 3.91
H -0.28 8.20 -1.63
H -6.53 2.51 -4.81
H -3.13 -4.76 0.96
F 1.57 -1.36 0.38
C -2.36 -4.14 1.39
C -1.75 -4.50 2.58
F 2.21 0.91 4.43
H 4.20 1.52 -1.43
H 1.36 2.35 1.37
H -3.08 2.15 -6.30
H 3.91 -0.12 -0.78
N -2.21 0.68 1.69
C -3.30 1.45 1.01
H -2.13 -1.02 -2.56
H -2.03 -5.40 3.10
H -3.66 -0.12 -4.20
H -3.61 -2.95 -0.64
C -0.48 7.13 -1.57
H -1.85 -4.40 -1.60
H 3.13 0.54 -3.73
C 0.99 4.27 0.53
N -0.16 2.23 -0.04
N -1.63 0.79 -1.69
H 2.77 -1.02 -2.96
H -1.30 4.81 -1.85
C 2.59 0.04 3.50
H 0.83 6.79 1.63
H -2.13 -3.07 -2.68
C 3.81 -0.63 3.69
H 0.75 -1.32 -1.96
H -0.87 7.01 1.17
C 0.77 2.93 0.67
H -5.90 1.02 -4.10
H 1.49 -0.12 -3.83
C -1.47 1.62 2.59
H -3.84 0.79 0.33
C -0.45 -2.51 2.41
H 0.33 8.24 0.77
C -1.77 2.13 -1.80
H -5.00 4.43 -5.36
C -0.16 1.04 3.09
H -3.99 1.82 1.77
H 0.19 -3.46 -0.69
C -1.74 -3.32 -1.69
C 2.37 -1.10 1.48
C -2.89 -0.34 2.54
H 2.13 6.29 -1.89
C -2.64 2.71 -2.70
H -3.60 0.19 3.18
H -6.02 2.50 -3.12
H 5.26 -2.02 2.93
O -0.07 -1.56 -1.51
H -4.77 2.45 -6.69
C 3.52 0.90 -0.87
F 3.95 -2.62 0.69
C -4.29 4.06 -4.62
N 0.57 0.35 2.01
C -3.38 1.94 -3.59
C -1.99 -2.97 0.75
C -0.87 2.93 -0.94
C 4.31 -1.53 2.77
H 1.75 4.74 1.13
H -2.73 3.79 -2.73
F 4.48 -0.35 4.78
C -0.76 -3.66 3.09
H -1.54 7.01 -1.31
H -2.17 -0.86 3.16
H -4.56 4.52 -3.67
C 0.22 5.01 -0.37
C 0.17 7.17 0.85
H -3.42 -1.05 1.92
C -2.31 0.04 -2.59
C -4.11 1.96 -5.98
H 0.27 -3.37 -2.46
C -4.38 2.53 -4.58
H -0.25 -3.89 4.01
H -2.59 -1.56 -0.72
C 3.56 -1.77 1.63
H -4.31 0.89 -6.04
C 1.84 -0.18 2.35
C -0.71 4.30 -1.11
Hf -0.44 -0.04 0.24
H 3.39 1.32 0.13
C -3.16 0.56 -3.52
C -5.79 2.11 -4.11
H -2.89 2.29 0.47
H -1.31 2.54 2.04
H 0.29 -1.84 2.81
S 1.92 0.90 -1.71
C 1.90 6.75 -0.92
H 2.08 7.82 -1.01
H 2.61 6.37 -0.18
C -0.27 -3.02 -1.58
N -1.04 -2.14 1.25
H -3.30 4.40 -4.92
*
```

Here are the Mulliken charges for atoms 1 to 5, given in e: C 1.84; C 0.00; H 0.65; H 0.66; C -1.29

---

Repeat the first record exactly.
# C38H52Cl2GdP2

A molecular structure, C38H52Cl2GdP2 at a distorted geometry (the ωB97M-V functional and the def2-TZVPD basis, the Open Molecules 2025 dataset).

Kohn-Sham gap (alpha / beta) in eV: 4.74 / 4.59
LUMO level (alpha / beta) in eV: 2.45 / 2.45
HOMO energy (alpha / beta) in eV: -2.3 / -2.1
ΔE to the lowest compared entry with this formula, charge and spin in kJ/mol: 0.00

Structure (ORCA input):
```
! RIJCOSX wB97M-V def2-TZVPD def2/J DEFGRID3
* xyz -1 8
P 0.13 -0.97 -4.02
H -3.02 2.91 -4.55
C 1.81 1.17 -4.86
C 1.97 0.39 2.74
C 2.15 -4.31 4.27
H 1.20 -3.65 -3.37
H 1.59 1.53 -3.84
H -2.01 -0.34 2.25
C -0.65 1.24 0.24
C 0.42 -3.03 3.14
C 0.24 0.02 4.40
H 1.17 -0.28 -7.06
Cl 2.29 -0.06 -1.45
H 1.24 -4.76 -6.25
P 0.08 -1.58 2.06
H 3.28 2.72 -5.23
H 4.68 1.33 -6.84
H -2.27 -2.06 1.91
C -1.18 4.96 0.43
H -0.83 -0.90 -6.89
C -1.27 -0.06 -4.92
H -3.71 1.29 -4.54
H -0.73 2.00 -4.49
C -0.26 -5.60 -4.93
H 3.38 1.97 3.20
H -0.59 -0.56 4.80
C -0.55 2.63 -0.01
C -0.66 5.36 -0.82
C -2.40 0.56 -7.07
C -2.86 1.88 -4.91
C 3.22 1.63 -5.27
H 1.08 1.64 -5.54
C 1.08 -4.89 -5.16
C 1.82 1.83 4.69
H 3.09 1.76 -7.42
C -1.68 -1.35 2.51
C 0.03 4.42 -1.60
C -1.47 -4.69 -5.19
H -0.76 6.38 -1.15
H 3.21 -4.47 4.50
C 1.91 -0.77 -6.42
H -3.91 2.08 -6.80
H -1.58 -4.54 -6.28
C -0.04 -2.64 -4.81
H 0.26 1.33 6.11
H -0.95 -5.56 5.00
H -1.85 -1.53 3.57
C 2.47 1.45 3.51
H 4.07 -0.96 -6.45
H -2.26 2.71 -6.82
H 3.36 -0.54 -8.00
H -0.33 -6.47 -5.59
C 0.81 -0.28 3.15
C -1.38 -3.32 -4.50
H -0.02 -2.47 -5.90
H 1.89 -5.53 -4.80
H -2.24 0.70 -8.14
Gd -0.18 -0.54 -1.10
H 0.50 4.74 -2.52
H -0.31 0.78 -6.64
H -3.18 -0.21 -6.97
H -1.01 1.01 1.25
C -0.56 -3.86 3.72
C 1.77 -3.27 3.43
H -2.22 -2.70 -4.86
H 1.46 -5.97 5.49
C -0.19 -4.91 4.55
H 2.17 2.69 5.26
C 1.17 -3.52 -4.46
H -1.63 -3.68 3.56
C -1.57 1.31 -4.30
C 0.14 3.10 -1.19
H -1.69 1.25 -3.20
H 1.80 -1.85 -6.57
H 0.79 2.40 -1.73
C -2.89 1.88 -6.45
C 1.17 -5.15 4.83
C 3.30 -0.34 -6.92
H -1.45 3.36 1.85
C -1.10 0.06 -6.42
H -1.65 5.70 1.08
C 1.69 -0.35 -4.96
H -1.49 -3.40 -3.41
H 2.48 -0.80 -4.34
H 3.95 1.25 -4.53
H 2.11 -3.04 -4.75
H 2.49 0.08 1.83
Cl -2.45 -1.58 -1.59
C 0.73 1.09 5.16
H 2.54 -2.61 3.02
H -2.14 -0.70 -4.71
C 3.61 1.15 -6.67
C -1.09 3.65 0.86
H -2.38 -5.19 -4.85
H -0.30 -5.98 -3.90
*
```

Here are the Mulliken charges for atoms 1 to 5, given in e: P 0.93; H 0.43; C 0.11; C -0.38; C -0.63

---

- What is the formula in the first record?
  C38H52Cl2GdP2

---

- Look up the ΔE to the lowest compared entry with this formula, charge and spin of the third one.
  26.03 kJ/mol